Entry 1:
This record from OMol25 describes C50H66CsIO2Sb2Se as an isolated structure. The level of theory is ωB97M-V/def2-TZVPD.

XYZ file:
```
123
Properties=species:S:1:pos:R:3:mulliken_charge:R:1
Cs 2.077 0.064 0.239 2.65
C -4.457 4.168 -2.746 -1.69
C -4.562 2.640 -2.859 2.18
C -5.039 2.278 -4.274 -1.75
C -5.626 2.164 -1.869 -1.97
C -3.202 2.004 -2.581 -1.00
C -2.957 1.144 -1.523 -0.06
C -1.697 0.599 -1.289 -0.07
Se -1.509 -0.573 0.243 0.17
C -1.646 0.654 1.738 -0.38
C -2.903 1.185 2.008 0.18
C -3.144 2.037 3.076 -0.74
C -2.039 2.356 3.870 -0.17
C -0.763 1.873 3.653 -0.17
C -0.522 0.922 2.593 0.07
O 0.606 0.338 2.452 -0.42
C 0.364 2.270 4.628 2.46
C 0.449 1.199 5.727 -1.55
C 0.085 3.627 5.291 -2.15
C 1.748 2.408 3.966 -1.82
C -4.515 2.631 3.393 2.26
C -5.595 2.118 2.441 -1.82
C -4.462 4.163 3.270 -1.67
C -4.933 2.263 4.826 -1.78
C -0.589 0.837 -2.160 0.35
O 0.562 0.288 -2.006 -1.31
C -0.853 1.748 -3.250 -0.75
C -2.114 2.287 -3.415 0.32
C 0.285 2.098 -4.218 2.54
C 0.765 0.823 -4.930 -1.50
C -0.142 3.095 -5.297 -2.43
C 1.460 2.728 -3.451 -1.73
H -5.424 4.641 -2.952 0.48
H -4.138 4.449 -1.740 0.31
H -3.724 4.564 -3.452 0.31
H -6.010 2.741 -4.484 0.45
H -4.330 2.617 -5.032 0.33
H -5.140 1.195 -4.370 0.37
H -6.587 2.629 -2.106 0.49
H -5.749 1.080 -1.916 0.36
H -5.361 2.435 -0.846 0.07
H -3.750 0.870 -0.840 0.31
H -3.714 0.888 1.356 0.25
H -2.204 3.031 4.703 0.03
H -0.502 1.126 6.262 0.25
H 0.666 0.229 5.275 0.21
H 1.241 1.434 6.447 0.42
H -0.801 3.623 5.930 0.39
H 0.935 3.895 5.924 0.48
H -0.041 4.405 4.534 0.41
H 2.116 1.453 3.612 0.28
H 1.695 3.087 3.111 0.35
H 2.458 2.822 4.690 0.47
H -5.374 2.393 1.409 -0.02
H -5.683 1.030 2.495 0.37
H -6.562 2.555 2.710 0.48
H -4.182 4.448 2.253 0.31
H -5.436 4.607 3.504 0.46
H -3.719 4.582 3.951 0.30
H -4.998 1.178 4.931 0.36
H -4.209 2.628 5.556 0.30
H -5.910 2.697 5.067 0.46
H -2.281 2.969 -4.241 0.31
H -0.051 0.390 -5.516 0.32
H 1.598 1.049 -5.604 0.48
H 1.088 0.095 -4.189 0.05
H -0.944 2.697 -5.924 0.40
H -0.474 4.043 -4.865 0.41
H 0.717 3.301 -5.942 0.46
H 1.837 2.034 -2.704 0.26
H 2.274 2.985 -4.137 0.45
H 1.130 3.644 -2.952 0.34
C 0.481 -3.955 4.232 -1.46
Sb 0.826 -3.109 2.259 0.43
C 2.712 -2.246 2.829 -0.94
C 1.691 -4.939 1.391 -1.84
C 0.621 -5.706 0.675 0.68
C -0.321 -6.407 1.431 -0.38
C -1.389 -7.073 0.852 -0.77
C -1.537 -7.042 -0.528 -0.65
C -0.604 -6.361 -1.294 -0.61
C 0.487 -5.696 -0.729 1.04
C 1.456 -4.988 -1.627 -1.84
Sb 1.236 -2.790 -1.651 0.30
C -0.747 -2.869 -2.453 -1.30
C 2.232 -2.719 -3.559 -1.22
H -0.480 -4.472 4.241 0.36
H 0.442 -3.135 4.951 0.39
H 1.270 -4.649 4.526 0.39
H 3.189 -2.802 3.638 0.44
H 2.494 -1.227 3.155 0.06
H 3.399 -2.224 1.981 0.35
H 2.134 -5.543 2.186 0.65
H 2.486 -4.610 0.724 0.41
H -0.211 -6.415 2.511 0.37
H -2.104 -7.601 1.472 0.39
H -2.373 -7.541 -1.004 0.38
H -0.714 -6.340 -2.374 0.29
H 1.335 -5.336 -2.655 0.63
H 2.490 -5.180 -1.330 0.60
H -0.777 -3.531 -3.321 0.51
H -1.028 -1.856 -2.742 0.25
H -1.439 -3.230 -1.691 0.31
H 1.774 -3.454 -4.226 0.54
H 3.287 -2.955 -3.418 0.38
H 2.146 -1.727 -3.999 0.16
I 5.858 0.220 2.174 0.07
C 7.089 -0.301 0.532 -0.20
C 8.432 -0.420 0.758 -0.59
C 9.282 -0.752 -0.320 -0.41
C 8.760 -0.941 -1.569 -0.83
C 7.369 -0.814 -1.807 1.13
C 6.824 -0.995 -3.102 -0.87
C 5.477 -0.857 -3.290 -0.86
C 4.626 -0.550 -2.201 -0.10
C 5.054 -0.363 -0.898 0.38
C 6.473 -0.492 -0.735 -0.24
H 8.841 -0.261 1.746 0.35
H 10.347 -0.850 -0.143 0.34
H 9.408 -1.190 -2.404 0.30
H 7.491 -1.236 -3.924 0.28
H 5.057 -0.989 -4.284 0.39
H 3.562 -0.458 -2.437 -0.16
```

Its charge is -2. Its molecular weight is 1281.37 g/mol. For the largest force on an atom, the calculation gives 0.019 hartree/bohr. The LUMO energy is 3.7 eV. For the HOMO energy, the calculation gives -1.9 eV. The calculation puts the HOMO-LUMO gap at 5.7 eV.

***

Entry 2:
This record from OMol25 describes one molecule with the formula C4H9N3O2S at a distorted geometry. The level of theory is ωB97M-V/def2-TZVPD.

XYZ file:
```
19
Properties=species:S:1:pos:R:3:mulliken_charge:R:1
C 1.595 0.329 0.948 -0.38
C 2.940 0.334 0.281 -0.50
C 0.742 0.171 -0.320 0.17
C -2.794 -0.837 0.877 -0.65
N 2.741 -0.157 -1.116 -0.76
N 1.540 -0.123 -1.372 0.03
N -1.291 0.274 -1.999 -0.51
O -1.607 -0.979 0.137 -0.30
O -1.506 1.460 0.351 -0.67
S -0.908 0.340 -0.362 1.09
H 1.467 -0.517 1.638 0.26
H 1.338 1.116 1.701 0.32
H 3.429 1.259 0.171 0.31
H 3.740 -0.364 0.843 0.23
H -2.645 0.096 1.468 0.36
H -2.997 -1.651 1.605 0.23
H -3.551 -1.056 0.074 0.25
H -0.878 0.953 -2.572 0.28
H -1.354 -0.647 -2.353 0.26
```

The SMILES is CO[S@@](N)(=O)=C1CCN=N1. Its molecular weight is 163.20 g/mol. For the largest force on an atom, the calculation gives 0.078 hartree/bohr. The LUMO energy is 0.6 eV. For the HOMO energy, the calculation gives -7.8 eV. The calculation puts the HOMO-LUMO gap at 8.4 eV.

***

Entry 3:
This record from OMol25 describes C13H14NO5W as an isolated structure at a distorted geometry. The level of theory is ωB97M-V/def2-TZVPD.

XYZ file:
```
34
Properties=species:S:1:pos:R:3:mulliken_charge:R:1
W 0.160 0.371 -1.546 1.57
O 2.204 0.075 -2.548 -0.47
C 3.212 -0.369 -1.604 -0.65
C 3.121 0.535 -0.397 -0.62
N 1.707 0.666 0.097 -0.28
C 1.470 2.068 0.537 -0.54
C 1.360 2.877 -0.753 0.56
O 1.987 3.852 -1.006 -0.50
O 0.486 2.256 -1.575 -0.64
C 1.386 -0.391 1.085 -0.64
C 1.117 -1.687 0.325 0.65
O 1.391 -2.765 0.745 -0.56
O 0.535 -1.422 -0.850 -0.61
H 2.580 0.704 -3.178 0.34
H 2.988 -1.405 -1.372 0.32
H 4.201 -0.328 -2.052 0.48
H 3.752 0.153 0.406 0.39
H 3.474 1.530 -0.663 0.48
H 0.520 2.123 1.064 0.35
H 2.272 2.466 1.154 0.37
H 2.189 -0.551 1.802 0.34
H 0.472 -0.120 1.612 0.35
C -1.595 0.231 -0.899 -0.69
C -2.640 -0.304 -0.114 0.98
C -2.921 -1.685 -0.209 -0.25
C -3.832 -2.264 0.649 -0.67
C -4.482 -1.481 1.598 -0.31
C -4.242 -0.111 1.679 -0.57
C -3.338 0.481 0.824 -0.29
H -2.394 -2.274 -0.947 0.45
H -4.037 -3.324 0.588 0.41
H -5.185 -1.942 2.280 0.40
H -4.773 0.490 2.405 0.41
H -3.143 1.545 0.865 0.46
```

Its charge is +1. Its molecular weight is 448.10 g/mol. For the largest force on an atom, the calculation gives 0.061 hartree/bohr. The LUMO energy (spin up / spin down) is -5.7 / -5.4 eV. For the HOMO energy (spin up / spin down), the calculation gives -11.9 / -11.7 eV. The calculation puts the HOMO-LUMO gap (spin up / spin down) at 6.2 / 6.3 eV.